Entry w
A single C4H5NOS molecule, computed with ωB97M-V/def2-TZVPD.

Geometry (Å):
C  0.860  -1.537  -0.051
C  1.891  -0.687  0.040
C  -0.168  0.601  -0.100
C  -1.304  1.480  0.051
N  -0.364  -0.953  0.016
O  -1.459  -1.546  -0.047
S  1.440  0.961  -0.028
H  0.951  -2.680  -0.113
H  2.979  -0.909  -0.274
H  -2.283  1.280  -0.417
H  -1.341  1.453  1.167
H  -1.203  2.537  -0.244

As for the net charge: 0. Its orbital gap (spin up / spin down) is 8.1258 / 8.1284 eV.



Entry x
A single C4H5NOS molecule, computed with ωB97M-V/def2-TZVPD.

Geometry (Å):
C  -1.477  -0.061  2.559
C  -0.519  -0.545  1.537
O  -0.337  0.509  0.586
C  0.253  0.087  -0.503
S  0.662  -1.397  -1.031
C  0.475  1.313  -1.304
N  0.751  2.238  -1.903
H  -1.494  -0.820  3.343
H  -2.484  -0.038  2.111
H  -1.240  0.968  2.896
H  -0.798  -1.506  1.112
H  0.476  -0.749  1.927

As for the structure (SMILES): CCOC(=S)C#N. As for the net charge: 0. Its orbital gap is 9.0384 eV.



Which of them is most stable, and which least? Most stable: entry x; least stable: entry w.



Entry w
2 unconnected molecules or ions with the total composition CHClFNO2, computed with ωB97M-V/def2-TZVPD.

Geometry (Å):
C  -0.368  0.530  0.245
N  -2.222  -0.211  -1.487
O  -1.605  -0.476  -2.440
O  -3.296  -0.053  -1.071
F  -0.287  1.811  -0.102
Cl  -0.951  0.289  1.753
H  0.333  -0.125  -0.303

As for the net charge: 0. Its orbital gap (spin up / spin down) is 9.6483 / 7.8199 eV.



Entry x
2 unconnected molecules or ions with the total composition CHClFNO2, computed with ωB97M-V/def2-TZVPD.

Geometry (Å):
C  -0.570  0.478  1.973
N  1.260  0.099  -0.900
O  -0.652  1.392  2.699
O  0.743  -1.141  -0.962
F  0.672  0.800  -1.922
Cl  -1.726  -0.262  0.915
H  0.273  -1.366  -1.803

As for the net charge: 0. Its orbital gap (spin up / spin down) is 9.0785 / 8.6831 eV.



Which of them is most stable, and which least? Most stable: entry w; least stable: entry x.



Entry w
A single C3H3NO3 molecule, computed with ωB97M-V/def2-TZVPD.

Geometry (Å):
O  -1.887  -0.530  -1.332
C  -0.842  -0.177  -0.910
C  0.521  0.417  -1.051
C  0.152  -0.571  0.150
N  0.007  0.092  1.470
O  -0.530  1.153  1.474
O  0.433  -0.540  2.356
H  1.013  0.300  -2.030
H  0.606  1.416  -0.612
H  0.527  -1.560  0.485

As for the structure (SMILES): O=C1C[C@H]1[N+](=O)[O-]. As for the net charge: 0. Its orbital gap is 10.1132 eV.



Entry x
A single C3H3NO3 molecule, computed with ωB97M-V/def2-TZVPD.

Geometry (Å):
H  0.012  1.916  -1.681
N  0.101  0.906  -1.817
C  0.036  0.290  -0.725
C  0.123  -1.235  -0.715
O  1.094  -1.814  -1.126
O  -0.150  0.997  0.468
C  -0.143  0.370  1.671
O  -0.106  -0.819  1.852
H  -0.790  -1.755  -0.385
H  -0.179  1.143  2.457

As for the structure (SMILES): [H]/N=C(/C=O)OC=O. As for the net charge: 0. Its orbital gap is 10.7715 eV.



Entry y
A single C3H3NO3 molecule, computed with ωB97M-V/def2-TZVPD.

Geometry (Å):
O  1.002  1.737  0.910
C  0.331  1.917  -0.066
O  -0.431  0.970  -0.660
C  -0.305  -0.270  -0.131
C  0.284  -0.949  0.852
O  -0.105  -2.180  0.292
N  -0.870  -1.431  -0.696
H  0.221  2.854  -0.621
H  0.678  -0.815  1.847
H  -0.560  -1.643  -1.647

As for the structure (SMILES): O=COc1co[nH]1. As for the net charge: 0. Its orbital gap is 9.7037 eV.



Which of them is most stable, and which least? Most stable: entry x; least stable: entry w.